one.
Density functional theory data (ωB97M-V/def2-TZVPD) for 2 unconnected molecules or ions with the total composition C4H13N4O.

Last column: natural (NBO) charge in e.
Positions of all 22 atoms, in Å:
C -1.24674 1.13313 -2.26526  -0.71
C -1.63617 0.17078 -1.17555  0.69
O -1.48377 0.41359 0.01472  -0.68
N -2.10513 -1.04028 -1.59290  -0.81
H -0.18956 1.33925 -2.18678  0.23
H -1.88106 2.01852 -2.22909  0.26
H -2.57073 -1.66118 -0.95355  0.41
H -2.26541 -1.20917 -2.57307  0.40
H -1.37353 0.71612 -3.26037  0.22
C 1.92553 -1.37608 0.25993  -0.44
C 0.88007 0.37635 1.57803  0.70
N 1.73100 0.02518 0.60137  -0.58
N 0.08411 -0.50802 2.14820  -0.73
N 0.95723 1.61567 2.05980  -0.76
H 1.85489 0.71008 -0.12791  0.42
H -0.17096 -1.34663 1.64576  0.43
H -0.50956 -0.19880 2.90249  0.42
H 0.31508 1.89357 2.78393  0.42
H 1.78859 2.18084 1.94819  0.43
H 1.10909 -1.81412 -0.34184  0.20
H 2.00307 -1.98072 1.15703  0.23
H 2.78396 -1.45810 -0.39313  0.24

Results
highest occupied orbital energy = -13.37 eV
total charge = +1
HOMO-LUMO gap = 10.73 eV
E_LUMO = -2.639 eV

=====

two.
Density functional theory data (ωB97M-V/def2-TZVPD) for 2 unconnected molecules or ions with the total composition C4H13N4O.

Last column: natural (NBO) charge in e.
Positions of all 22 atoms, in Å:
C 0.16088 -2.97818 -2.55165  -0.43
C 0.53291 -1.61633 -0.58195  0.70
N 0.21533 -1.44520 0.71173  -0.76
N -0.38001 -2.15904 -1.42942  -0.61
N 1.79736 -1.40538 -0.91014  -0.74
H -0.72829 -1.78254 0.86909  0.40
H 0.23979 -0.46365 1.02913  0.46
H -1.05307 -1.47686 -1.78201  0.42
H 2.07609 -1.27439 -1.87074  0.42
H 2.53442 -1.49953 -0.22673  0.44
H 0.47798 -2.36954 -3.39746  0.20
H -0.61988 -3.64738 -2.89517  0.24
H 0.96527 -3.56946 -2.13973  0.22
C 0.32556 3.42306 1.48580  -0.72
C -0.60741 2.29974 1.23023  0.70
O -0.25303 1.25702 0.66879  -0.72
N -1.87482 2.45344 1.64146  -0.78
H 0.85831 3.76108 0.59309  0.26
H 1.14963 3.07878 2.09730  0.25
H -2.58521 1.77202 1.43701  0.41
H -2.20483 3.28923 2.09772  0.41
H -0.12328 4.31989 1.90916  0.23

Results
highest occupied orbital energy = -13.55 eV
total charge = +1
HOMO-LUMO gap = 10.58 eV
E_LUMO = -2.973 eV

=====

The structure with the greatest stability is one.

=====

one.
Density functional theory data (ωB97M-V/def2-TZVPD) for a molecular structure, C30H42N2O2P2Sn.

Last column: Mulliken charge in e.
Positions of all 79 atoms, in Å:
P 0.23694 4.36780 -2.86412  0.74
P 2.06972 1.48687 -3.82806  0.79
C 1.84673 4.32165 -3.84328  -1.05
C 1.93936 3.10934 -4.78102  -1.02
H 2.66102 4.34040 -3.09285  0.33
H 1.90868 5.26155 -4.41473  0.58
H 1.03869 3.02198 -5.42000  0.31
H 2.82868 3.20934 -5.42421  0.44
C 3.89618 1.63466 -3.49466  -1.45
H 4.19398 0.70381 -2.98332  0.33
H 4.11518 2.48222 -2.82633  0.30
H 4.45352 1.74332 -4.44772  0.61
C 2.29984 0.32215 -5.22377  -1.19
H 3.33247 0.36704 -5.59412  0.34
H 1.59041 0.52764 -6.03363  0.39
H 2.10518 -0.67759 -4.81207  0.34
C 0.65867 6.03037 -2.15988  -1.37
H 0.03038 6.22385 -1.28118  0.38
H 0.47531 6.81553 -2.91371  0.46
H 1.71011 6.08861 -1.84299  0.36
C -0.88462 5.02127 -4.17183  -1.39
H -0.96779 4.30691 -4.99952  0.37
H -0.53263 5.99656 -4.53593  0.41
H -1.86553 5.14683 -3.69581  0.37
Sn -2.32711 -0.74185 -1.49663  0.72
C 2.56292 0.62122 -0.11487  -0.78
C 3.40807 1.69336 -0.09233  -0.50
C 3.17598 2.95698 0.64375  -0.48
C 2.07405 2.91789 1.74334  -0.69
C 0.88704 3.64473 1.23332  -1.05
C 0.41187 3.47121 -0.01511  -0.34
C 0.69787 2.16462 -0.79967  0.05
C 1.05500 0.81775 -0.05888  -0.31
C -2.71691 0.77400 0.14691  -0.94
H 2.93708 -0.41179 -0.03574  0.43
H 4.41805 1.62791 -0.53446  0.58
H 3.00086 3.75211 -0.11408  0.03
H 4.11284 3.18859 1.16963  0.49
H 1.81581 1.86890 1.89070  0.18
H 2.42019 3.31796 2.71069  0.45
H 0.43425 4.37205 1.90902  0.42
H -0.43094 4.08360 -0.37988  0.90
H 1.49960 2.38469 -1.54553  -0.46
H -0.21102 1.97623 -1.39636  0.32
H 0.66067 0.86884 0.98517  0.42
H 0.50236 -0.03827 -0.52483  -0.06
H -3.72499 1.15411 -0.05779  0.51
H -2.08399 1.65833 0.20513  0.22
H -2.64874 0.19342 1.07693  0.12
O -1.13366 -2.72976 -0.89573  -0.79
C -1.49541 -2.78493 0.31056  0.22
N -0.90591 -3.58250 1.28174  -0.09
C -1.79529 -3.56073 2.41954  3.67
C -2.39595 -2.15051 2.19996  -0.64
O -2.67260 -1.32326 3.05875  -0.65
N -2.44554 -1.96682 0.82386  -0.30
C -2.90369 -4.59985 2.20667  -0.72
C -4.23220 -4.23689 2.01508  0.15
C -5.18580 -5.23580 1.78051  -0.88
C -4.81399 -6.57077 1.70290  -0.39
C -3.47921 -6.92736 1.91679  -0.83
C -2.51141 -5.94117 2.14864  -0.23
C -1.08246 -3.75715 3.74881  -0.76
C -1.82537 -4.22252 4.83666  -0.27
C -1.18180 -4.53582 6.03061  -0.75
C 0.19319 -4.31294 6.15670  -0.42
C 0.92942 -3.76751 5.09207  -0.77
C 0.27908 -3.47971 3.88027  -0.37
H -0.31588 -4.36900 0.99032  0.32
H -4.54216 -3.19314 2.08512  0.44
H -6.22578 -4.94072 1.67749  0.41
H -5.56101 -7.35181 1.52634  0.38
H -3.16852 -7.96925 1.94026  0.38
H -1.45844 -6.20739 2.31205  0.33
H -2.89849 -4.36556 4.71139  0.45
H -1.76940 -4.94835 6.85155  0.38
H 0.69041 -4.52302 7.10285  0.37
H 1.99997 -3.55738 5.18824  0.38
H 0.83656 -3.05707 3.03629  0.41

Results
highest occupied orbital energy = -8.15 eV
total charge = 0
HOMO-LUMO gap = 7.27 eV
E_LUMO = -0.877 eV

=====

two.
Density functional theory data (ωB97M-V/def2-TZVPD) for a molecular structure, C30H42N2O2P2Sn.

Last column: Mulliken charge in e.
Positions of all 79 atoms, in Å:
P 1.97766 3.52188 -3.43379  0.56
P 2.98455 0.30614 -4.30512  0.62
C 3.55771 2.97981 -4.27098  -0.87
C 3.19840 1.90056 -5.26215  -0.89
H 4.22492 2.60391 -3.47562  0.29
H 4.04069 3.84912 -4.72659  0.49
H 2.23227 2.10806 -5.75684  0.33
H 3.95604 1.77180 -6.04529  0.42
C 4.83120 0.02072 -4.04665  -1.33
H 5.07374 -1.06499 -3.92705  0.38
H 5.29655 0.61645 -3.24824  0.21
H 5.27032 0.35457 -5.01334  0.42
C 3.06211 -0.81952 -5.73935  -1.26
H 4.11781 -0.99218 -5.96122  0.41
H 2.58061 -0.38205 -6.61589  0.35
H 2.61213 -1.76716 -5.43231  0.35
C 2.91281 5.01443 -2.81556  -1.54
H 2.32921 5.56901 -2.07643  0.35
H 3.07744 5.68497 -3.67418  0.54
H 3.91121 4.76156 -2.45062  0.34
C 1.33356 4.57211 -4.83830  -1.19
H 1.14815 4.04682 -5.78167  0.37
H 2.08507 5.34905 -5.04928  0.36
H 0.42118 5.07311 -4.48666  0.36
Sn -0.45101 -0.38133 -3.35194  0.76
C 4.35131 -0.27347 0.67621  -0.30
C 5.39760 0.53909 0.51155  -0.55
C 5.46162 1.80503 1.36494  -0.55
C 4.33023 2.01750 2.37726  -0.86
C 3.33990 3.00827 1.76295  -0.43
C 2.97143 2.92422 0.46053  -0.49
C 2.88280 1.58546 -0.29999  1.14
C 2.96294 0.32954 0.62067  -0.98
C -1.29279 0.97805 -1.82665  -1.25
H 4.31793 -1.34919 1.02508  0.26
H 6.20155 0.40369 -0.25927  0.30
H 5.43334 2.65649 0.68050  0.34
H 6.44990 1.89569 1.83092  0.47
H 3.78303 1.10414 2.73096  0.36
H 4.77846 2.37650 3.30869  0.48
H 2.89046 3.78859 2.41936  0.33
H 2.69393 3.82598 -0.14994  0.13
H 3.65323 1.54702 -1.08047  -0.12
H 1.94615 1.57566 -0.89709  -0.23
H 2.63801 0.68105 1.61969  0.25
H 2.17493 -0.37334 0.32765  0.45
H -2.22827 1.43669 -2.14545  0.49
H -0.44836 1.63874 -1.52438  0.31
H -1.66850 0.31207 -1.01409  0.41
O -0.77519 -2.23935 -2.04375  -0.84
C -1.35941 -2.28240 -0.90696  0.23
N -1.14320 -3.32017 0.01164  -0.13
C -2.09066 -3.15966 1.10029  3.01
C -2.34114 -1.63517 0.93911  -0.29
O -2.62896 -0.85656 1.84570  -0.68
N -2.11239 -1.31249 -0.37839  -0.44
C -3.35703 -4.00714 0.82423  -0.37
C -4.60969 -3.43017 0.55877  0.05
C -5.70879 -4.27742 0.32188  -0.78
C -5.53707 -5.66819 0.28849  -0.42
C -4.27251 -6.22627 0.54927  -0.86
C -3.17966 -5.39491 0.78156  -0.20
C -1.52702 -3.47116 2.50029  -0.63
C -2.39838 -3.68159 3.59279  -0.33
C -1.89567 -4.12269 4.82719  -0.64
C -0.51547 -4.27890 5.01950  -0.47
C 0.35002 -3.94422 3.96675  -0.66
C -0.14302 -3.52009 2.71437  -0.45
H -0.87188 -4.25783 -0.27802  0.32
H -4.74558 -2.33639 0.53854  0.39
H -6.68471 -3.82100 0.11671  0.39
H -6.37844 -6.30772 0.04149  0.39
H -4.13022 -7.29511 0.53996  0.41
H -2.18308 -5.81695 0.93740  0.33
H -3.47693 -3.52020 3.46882  0.41
H -2.58424 -4.36364 5.63599  0.37
H -0.12163 -4.65056 5.96987  0.37
H 1.43450 -4.03235 4.10387  0.37
H 0.55548 -3.25222 1.89581  0.33

Results
highest occupied orbital energy = -7.57 eV
total charge = 0
HOMO-LUMO gap = 6.66 eV
E_LUMO = -0.918 eV

=====

The structure with the greatest stability is one.

=====

one.
Density functional theory data (ωB97M-V/def2-TZVPD) for H3INO2P in the gas phase.

Last column: natural (NBO) charge in e.
Positions of all 8 atoms, in Å:
N -0.39692 -1.28238 0.25677  -1.24
O -0.78186 0.86961 1.17244  -1.01
O 1.05897 0.90371 -0.94844  -1.05
P -0.81439 0.15404 -0.26954  1.50
I 0.26523 -2.55704 -1.14901  0.38
H 0.07563 -1.23362 1.25969  0.44
H -0.09301 1.51098 1.14469  0.52
H 0.68635 1.63471 -1.46660  0.45

Results
highest occupied orbital energy = -9.31 eV
total charge = 0
HOMO-LUMO gap = 8.85 eV
E_LUMO = -0.464 eV

=====

two.
Density functional theory data (ωB97M-V/def2-TZVPD) for H3INO2P in the gas phase.

Last column: natural (NBO) charge in e.
Positions of all 8 atoms, in Å:
N -0.25650 -1.45044 -0.70456  -1.19
O -1.40282 0.23842 0.73843  -1.00
O 0.59577 1.05369 -0.65232  -1.02
P -0.92614 0.06194 -0.80375  1.50
I -0.66878 -2.54029 -2.36538  0.32
H 0.50279 -1.86031 -0.21138  0.41
H -0.83636 -0.08476 1.40978  0.49
H 0.38684 1.88069 -0.18086  0.48

Results
highest occupied orbital energy = -9.29 eV
total charge = 0
HOMO-LUMO gap = 8.99 eV
E_LUMO = -0.292 eV

=====

The structure with the greatest stability is two.

=====

one.
Density functional theory data (ωB97M-V/def2-TZVPD) for a molecular structure, AlF2.

Last column: natural (NBO) charge in e.
Positions of all 3 atoms, in Å:
Al -0.32553 -1.43714 0.83497  1.00
F 4.54104 0.41563 0.54847  0.00
F -4.21551 1.02151 -1.38344  0.00

Results
highest occupied orbital energy = -15.19 eV
total charge = +1
HOMO-LUMO gap = 1.61 eV
E_LUMO = -13.583 eV

=====

two.
Density functional theory data (ωB97M-V/def2-TZVPD) for a molecular structure, AlF2.

Last column: natural (NBO) charge in e.
Positions of all 3 atoms, in Å:
Al 0.22893 -0.67387 -0.46363  1.61
F -1.01616 1.52342 -1.88916  -0.30
F 0.78723 -0.84956 2.35279  -0.31

Results
highest occupied orbital energy = -17.60 eV
total charge = +1
HOMO-LUMO gap = 4.62 eV
E_LUMO = -12.978 eV

=====

The structure with the greatest stability is two.

=====

one.
Density functional theory data (ωB97M-V/def2-TZVPD) for 2 unconnected molecules or ions with the total composition CH8NO.

Last column: natural (NBO) charge in e.
Positions of all 11 atoms, in Å:
N -1.86200 -0.15620 -0.08212  -0.85
H -2.31886 -0.06967 0.77506  0.44
H -0.88287 0.09196 -0.03721  0.47
H -2.26827 0.53625 -0.69498  0.44
H -1.97678 -1.07052 -0.48753  0.44
C 1.55009 -0.46538 0.06851  -0.25
O 0.59740 0.63700 0.05017  -0.78
H 1.05086 -1.39307 0.34740  0.18
H 2.29004 -0.17630 0.79396  0.20
H 1.98968 -0.58126 -0.84812  0.19
H 1.07042 1.45227 -0.08618  0.51

Results
highest occupied orbital energy = -15.64 eV
total charge = +1
HOMO-LUMO gap = 11.83 eV
E_LUMO = -3.815 eV

=====

two.
Density functional theory data (ωB97M-V/def2-TZVPD) for 2 unconnected molecules or ions with the total composition CH8NO.

Last column: natural (NBO) charge in e.
Positions of all 11 atoms, in Å:
O -0.12929 1.54063 -1.52204  -0.99
H 0.60763 1.89808 -1.99098  0.49
H 0.89322 0.59091 0.68512  0.50
H -0.88418 2.06908 -1.86522  0.50
C -0.50908 -1.20566 1.32026  -0.41
N 0.59270 -0.55668 0.40588  -0.73
H -1.19316 -1.67896 0.72874  0.23
H -1.00708 -0.42536 1.99376  0.25
H 0.01306 -1.91550 2.06991  0.25
H 1.35746 -1.29172 0.26403  0.46
H 0.15286 -0.44085 -0.47175  0.45

Results
highest occupied orbital energy = -16.20 eV
total charge = +1
HOMO-LUMO gap = 12.15 eV
E_LUMO = -4.054 eV

=====

The structure with the greatest stability is one.

=====

one.
Density functional theory data (ωB97M-V/def2-TZVPD) for C6H5NO2 in the gas phase.

Last column: natural (NBO) charge in e.
Positions of all 14 atoms, in Å:
O -0.98479 0.16976 3.13786  -0.49
C -0.52749 -0.21573 2.05219  0.53
C 0.97255 -0.82931 1.89353  -0.21
C 1.29892 -0.60453 0.58032  -0.23
C 0.25034 -0.10233 -0.06418  -0.08
C 0.54444 0.24244 -1.41700  0.00
N -0.47472 0.43466 -2.22340  -0.07
O -0.09799 0.49593 -3.56529  -0.56
C -1.00527 0.02148 0.58735  -0.28
H 1.62498 -0.82416 2.76253  0.23
H 2.26959 -0.41393 0.03344  0.23
H 1.62447 0.38018 -1.83618  0.20
H -0.69869 1.02971 -4.06608  0.48
H -2.03600 0.38796 0.29628  0.26

Results
SMILES string = O=C1C=CC(/C=N/O)=C1
highest occupied orbital energy = -8.73 eV
total charge = 0
HOMO-LUMO gap = 7.15 eV
E_LUMO = -1.581 eV

=====

two.
Density functional theory data (ωB97M-V/def2-TZVPD) for C6H5NO2 in the gas phase.

Last column: natural (NBO) charge in e.
Positions of all 14 atoms, in Å:
O 0.08202 -2.52910 -0.59166  -0.45
C -0.21257 -1.39541 -0.66939  0.61
C 0.59853 -0.16389 -1.00232  -0.48
C 1.63547 0.22485 -0.08233  0.15
N 1.45601 0.48396 1.13336  -0.44
C 0.22826 0.37256 1.73865  -0.06
C -0.91056 0.32045 1.14428  -0.22
C -0.93594 -0.13880 -0.50041  0.17
O -1.90298 0.28420 -1.39805  -0.65
H 0.43037 -0.06000 -2.09849  0.26
H 2.68709 0.47738 -0.42540  0.20
H 0.33323 0.50352 2.79363  0.21
H -1.94548 0.45794 1.52002  0.23
H -1.54345 1.16234 -1.56188  0.48

Results
SMILES string = O=C1[C@@H]2C=NC=C[C@]12O
highest occupied orbital energy = -8.97 eV
total charge = 0
HOMO-LUMO gap = 9.17 eV
E_LUMO = 0.195 eV

=====

The structure with the greatest stability is two.